No. 1
The following is a DFT calculation (ωB97M-V/def2-TZVPD) of the molecule C7H14OS in a non-equilibrium geometry.

CARTESIAN COORDINATES (ANGSTROEM)
O1 -1.172 -0.820 -0.302
S1 1.293 -0.260 -1.405
C1 -0.679 -1.963 -2.254
C2 -1.949 -0.182 1.844
C3 2.615 1.229 0.497
C4 -0.439 -0.610 -1.531
C5 0.394 0.529 1.088
C6 -1.065 0.294 0.575
C7 1.272 0.947 -0.072
H1 0.021 -1.909 -3.096
H2 -0.538 -2.782 -1.537
H3 -1.684 -2.078 -2.676
H4 -1.446 -1.057 2.130
H5 -1.948 0.538 2.660
H6 -2.933 -0.339 1.495
H7 3.372 0.978 -0.238
H8 2.720 0.869 1.519
H9 2.541 2.290 0.588
H10 -0.815 0.310 -2.129
H11 0.374 1.398 1.769
H12 0.721 -0.395 1.518
H13 -1.478 1.192 0.120
H14 0.823 1.823 -0.564

Summary:
Gap between HOMO and LUMO ... 9.58 eV
LUMO level ... 1.0 eV
Spin multiplicity ... 1
SMILES string ... C[C@@H]1C[C@H](C)O[C@H](C)S1
Relative energy (zero: lowest compared OMol25 entry of this formula, charge and spin) ... 92.02 kJ/mol
Max |F| ... 3.4 eV/A

***

No. 2
The following is a DFT calculation (ωB97M-V/def2-TZVPD) of a structure of composition C23H21KN3O4 in a non-equilibrium geometry.

CARTESIAN COORDINATES (ANGSTROEM)
K1 0.113 0.295 0.064
C1 -2.863 4.584 0.058
C2 -1.749 3.666 -0.099
N1 -1.863 2.319 -0.030
N2 -3.067 1.932 -0.034
C3 -3.211 0.566 0.050
O1 -2.213 -0.210 0.006
C4 -4.587 0.073 -0.004
C5 -4.833 -1.303 0.058
C6 -6.110 -1.782 -0.071
C7 -7.210 -0.958 -0.078
C8 -7.055 0.424 -0.028
C9 -5.741 0.925 0.002
C10 -0.396 4.170 0.044
C11 -0.208 5.603 -0.018
C12 1.063 6.043 -0.029
C13 2.164 5.122 0.000
C14 1.882 3.794 0.014
N3 0.629 3.310 0.007
H1 -3.730 4.156 0.433
H2 -3.288 5.236 -0.720
H3 -2.608 5.513 0.479
H4 -3.963 -1.950 0.061
H5 -6.217 -2.907 -0.037
H6 -8.203 -1.371 -0.173
H7 -7.953 1.026 0.076
H8 -5.508 2.034 -0.032
H9 -1.031 6.226 -0.037
H10 1.302 7.088 -0.103
H11 3.235 5.439 -0.030
H12 2.661 3.011 0.038
C15 3.846 -7.258 -0.153
O2 2.932 -6.253 0.189
C16 3.273 -4.879 0.076
C17 4.602 -4.324 0.068
C18 4.693 -2.963 0.024
C19 3.531 -2.157 -0.027
C20 3.629 -0.675 -0.001
C21 5.002 -0.046 0.058
O3 2.623 0.060 0.038
C22 2.139 -2.744 0.002
O4 1.065 -2.121 -0.011
C23 2.135 -4.124 0.062
H13 3.233 -8.022 -0.461
H14 4.352 -7.742 0.634
H15 4.788 -6.778 -0.555
H16 5.433 -5.010 0.083
H17 5.745 -2.522 0.000
H18 5.734 -0.387 0.766
H19 5.017 1.075 -0.082
H20 5.639 -0.723 -0.647
H21 1.145 -4.480 0.070

Summary:
Gap between HOMO and LUMO ... 6.71 eV
LUMO level ... 2.6 eV
Spin multiplicity ... 1
Net charge ... -1
Max |F| ... 4.4 eV/A

***

No. 3
The following is a DFT calculation (ωB97M-V/def2-TZVPD) of the molecule C5H6O2.

CARTESIAN COORDINATES (ANGSTROEM)
O1 -0.839 -1.320 2.691
C1 -0.670 -0.462 1.859
C2 -1.084 -0.652 0.434
O2 -1.296 0.526 -0.329
C3 1.281 1.637 -1.378
C4 1.144 0.413 -0.564
C5 -0.192 -0.288 -0.683
H1 -0.201 0.514 2.103
H2 -1.814 -1.445 0.283
H3 0.546 1.517 -2.208
H4 1.941 -0.172 -1.078
H5 1.514 0.536 0.460
H6 -0.333 -0.846 -1.612

Summary:
Gap between HOMO and LUMO ... 8.60 eV
LUMO level ... -0.6 eV
Spin multiplicity ... 1
Relative energy (zero: lowest compared OMol25 entry of this formula, charge and spin) ... 547.25 kJ/mol
Max |F| ... 0.5 eV/A

***

No. 4
The following is a DFT calculation (ωB97M-V/def2-TZVPD) of a structure of composition C20H29BrCl2I3N4O5P2S2 in a non-equilibrium geometry.

CARTESIAN COORDINATES (ANGSTROEM)
C1 -1.473 -4.286 1.198
C2 -1.387 -3.277 -0.134
C3 -1.658 -1.751 0.511
O1 -1.784 -0.849 -0.542
N1 -1.199 0.339 -0.615
C4 -2.206 1.023 -1.582
I1 -1.861 2.287 -3.379
C5 -3.715 0.942 -1.364
C6 -4.812 1.635 -2.427
I2 -4.746 0.027 0.317
C7 0.115 -0.094 -1.299
N2 0.052 -0.184 -2.807
C8 -0.336 -1.396 -3.284
C9 0.526 -2.777 -3.419
C10 -1.906 -1.477 -3.862
C11 1.465 0.603 -0.687
I3 1.464 2.629 -1.636
P1 3.121 -0.031 -1.500
N3 4.210 1.395 -1.846
O2 2.939 -0.715 -3.065
C12 1.540 0.612 0.979
C13 2.932 1.373 1.353
C14 4.272 0.479 1.644
O3 5.385 0.696 0.877
Br1 4.685 -0.911 3.009
N4 1.614 -0.687 1.677
C15 1.929 -1.812 1.055
S1 2.408 -3.162 0.085
C16 0.126 1.223 1.644
C17 -0.353 0.530 3.061
Cl1 -1.983 -0.357 3.461
C18 0.400 0.591 4.379
C19 1.795 1.347 4.568
Cl2 -0.256 -0.191 5.980
P2 0.181 3.068 2.114
O4 1.333 4.081 1.473
O5 -0.637 3.501 3.546
C20 -1.123 1.247 0.528
S2 -1.637 3.077 0.186
H1 -1.632 -5.410 0.913
H2 -0.511 -4.100 1.877
H3 -2.392 -4.000 1.904
H4 -0.365 -3.351 -0.699
H5 -2.309 -3.616 -0.812
H6 -0.787 -1.612 1.272
H7 -2.621 -1.942 1.196
H8 -4.715 2.826 -2.438
H9 -5.927 1.428 -2.132
H10 -4.700 1.175 -3.524
H11 0.365 -1.251 -1.098
H12 -0.148 -3.715 -3.215
H13 1.443 -2.813 -2.662
H14 1.017 -2.787 -4.506
H15 -2.067 -2.549 -4.361
H16 -2.114 -0.654 -4.670
H17 -2.646 -1.420 -2.945
H18 5.215 1.072 -1.743
H19 4.135 1.666 -2.855
H20 3.461 -0.195 -3.773
H21 3.319 2.140 0.516
H22 2.869 2.133 2.272
H23 1.871 2.479 4.292
H24 2.631 0.768 4.012
H25 2.126 1.318 5.716
H26 1.062 5.041 1.597
H27 -1.410 4.108 3.294
H28 -2.085 0.987 1.186
H29 -2.506 3.527 1.188

Summary:
Gap between HOMO and LUMO ... 5.28 eV
LUMO level ... -3.5 eV
Spin multiplicity ... 1
Net charge ... +1
Relative energy (zero: lowest compared OMol25 entry of this formula, charge and spin) ... 646.10 kJ/mol
Max |F| ... 9.2 eV/A

***

Question: Which of these has the highest LUMO level?
Answer: C23H21KN3O4

***

Question: Which value of max |F| does entry 4 give?
Answer: 9.2 eV/A